No. 1
87
Properties=species:S:1:pos:R:3 method="wB97M-V/def2-TZVPD" relative_energy_kj_mol=567.2 homo_energy_ev=-9.865
C -2.6255 -1.0839 -2.7031
C -2.7698 -1.8793 -4.0086
O -2.4062 -1.0973 -5.0854
H -3.2659 -0.2168 -2.5420
H -1.6873 -0.5347 -2.6243
H -2.9174 -1.7028 -1.8546
H -3.7644 -2.3100 -4.1245
H -2.1236 -2.7441 -3.8578
H -1.4852 -0.8835 -4.9189
C 0.3186 -4.0002 3.4535
C -0.4195 -2.6528 3.4763
O 0.4505 -1.5392 3.7682
H 1.0685 -4.0454 2.6638
H -0.3887 -4.7915 3.2052
H 0.9576 -4.2037 4.3128
H -1.2706 -2.7728 4.1465
H -0.8359 -2.5610 2.4732
H 0.3907 -0.9837 2.9876
C 4.3467 -1.8423 1.3163
C 3.8154 -2.4691 0.0206
O 2.4477 -2.0283 -0.1123
H 5.4155 -2.0102 1.4481
H 3.8548 -2.2819 2.1840
H 4.0697 -0.7893 1.3670
H 3.8657 -3.5572 0.0601
H 4.3287 -2.2041 -0.9038
H 2.0766 -2.4996 -0.8618
C -3.2261 4.3326 4.9528
C -2.6556 4.3297 3.5450
O -1.5634 3.4850 3.3846
H -3.4662 3.3532 5.3665
H -4.1834 4.8538 4.9491
H -2.5850 4.7494 5.7296
H -2.2257 5.2996 3.2947
H -3.4708 4.0984 2.8594
H -1.9301 2.5979 3.3997
C 0.1319 -4.6858 -0.4816
C 0.0689 -4.1946 -1.9091
O 1.3018 -3.6136 -2.3176
H 1.1212 -5.0996 -0.2860
H -0.5057 -5.5678 -0.4227
H -0.0983 -3.9789 0.3156
H -0.7793 -3.5143 -1.9852
H -0.2870 -5.0816 -2.4332
H 1.2118 -3.5273 -3.2695
C 1.8265 0.2316 -3.7252
C 3.1648 -0.2312 -3.1300
O 3.6742 -1.1569 -4.1200
H 1.4473 1.1579 -3.2937
H 1.1827 -0.5708 -3.3649
H 1.6984 0.2267 -4.8077
H 2.9516 -0.6926 -2.1658
H 3.8692 0.5930 -3.0180
H 3.8996 -0.6904 -4.9282
C -0.5757 1.6694 0.0412
C 0.5084 0.6264 0.3817
O 0.0427 -0.6697 0.6548
H -1.4061 1.2855 -0.5514
H -0.3495 2.5571 -0.5495
H -1.1026 2.0903 0.8975
H 1.1495 1.0561 1.1515
H 1.1845 0.5272 -0.4675
H 0.8272 -1.2118 0.5441
C -4.2072 -0.7555 1.5237
O -2.9677 -0.3320 2.0541
H -4.1159 -1.6863 0.9641
H -5.0299 -0.8622 2.2308
H -4.4929 -0.2342 0.6100
H -2.4203 -0.1490 1.2870
C -2.4162 3.2070 -2.8888
O -3.1777 3.5978 -1.7792
H -2.6441 2.1783 -3.1680
H -2.6070 3.8014 -3.7824
H -1.3544 3.2669 -2.6498
H -3.2416 4.5463 -1.6458
C 3.0676 1.2713 4.3883
O 3.4907 2.5563 3.9549
H 2.9101 0.7231 3.4594
H 3.7463 0.6691 4.9923
H 2.1265 1.4131 4.9196
H 2.7296 3.1156 3.7835
C 1.5932 4.6608 -2.3422
O 0.4321 5.1648 -2.9906
H 2.0612 3.9674 -3.0410
H 2.3009 5.4401 -2.0594
H 1.3552 4.1148 -1.4294
H 0.5628 5.3760 -3.9179

***

No. 2
60
Properties=species:S:1:pos:R:3 method="wB97M-V/def2-TZVPD" relative_energy_kj_mol=170.7 homo_energy_ev="-7.308 / -7.611"
Pt 1.0488 -0.3181 -1.2608
N -1.0896 -2.5303 -0.7266
C -2.3122 -1.8947 -0.6123
C -3.4857 -2.6251 -0.8304
C -4.7283 -2.0293 -0.7731
C -4.8333 -0.6779 -0.4830
C -3.6859 0.0633 -0.2865
C -2.4200 -0.5149 -0.3562
P -0.9284 0.5391 -0.2327
C -1.6126 2.1746 -0.6475
C -1.6339 2.5416 -1.9885
C -2.2146 3.7344 -2.3764
C -2.7801 4.5684 -1.4254
C -2.7442 4.2152 -0.0851
C -2.1581 3.0253 0.3092
C -0.5229 0.7375 1.5252
C -1.2538 0.1868 2.5667
C -0.8448 0.4002 3.8718
C 0.2999 1.1335 4.1357
C 1.0412 1.6733 3.0959
C 0.6321 1.4733 1.7928
H -0.3494 -2.1953 -0.0955
H -1.1742 -3.5393 -0.6860
H -3.4054 -3.6806 -1.0496
H -5.6168 -2.6207 -0.9370
H -5.7993 -0.2045 -0.4140
H -3.7716 1.1169 -0.0658
H -1.1828 1.8791 -2.7178
H -2.2202 4.0146 -3.4199
H -3.2422 5.4972 -1.7262
H -3.1747 4.8687 0.6586
H -2.1278 2.7522 1.3564
H -2.1288 -0.4149 2.3546
H -1.4115 -0.0292 4.6857
H 0.6266 1.2732 5.1544
H 1.9419 2.2362 3.2990
H 1.2088 1.8715 0.9635
O 1.1717 -1.6983 2.7773
C 1.7377 -1.4642 1.7162
O 1.2339 -1.7268 0.5746
C 3.1706 -0.9627 1.7482
C 3.8486 -1.2117 2.9392
C 5.1911 -0.9307 3.0915
C 5.8961 -0.3930 2.0246
C 5.2340 -0.0833 0.8579
C 3.8688 -0.3493 0.6995
S 3.2505 0.2266 -0.8344
H 3.2768 -1.6502 3.7458
H 5.6872 -1.1325 4.0305
H 6.9569 -0.2043 2.1051
H 5.7635 0.3816 0.0383
C 0.7609 -0.7967 -5.1688
Te 0.1601 -1.7931 -3.3299
C 1.8735 -3.0987 -3.3025
H 0.8559 -1.5166 -5.9745
H 1.6934 -0.2596 -5.0321
H -0.0267 -0.0934 -5.4229
H 2.7848 -2.5244 -3.4383
H 1.7780 -3.8420 -4.0868
H 1.8893 -3.5801 -2.3315

***

No. 3
98
Properties=species:S:1:pos:R:3 method="wB97M-V/def2-TZVPD" charge=-2 homo_energy_ev=-2.433
Cs 1.2367 0.3670 -0.3756
C 0.3399 4.8144 -5.8703
C -0.8375 4.0925 -5.9574
C -1.1164 3.0987 -5.0346
C -0.2180 2.8235 -4.0104
C 0.9615 3.5561 -3.9239
C 1.2350 4.5457 -4.8481
C -0.4727 1.7768 -2.9947
C -0.0187 0.4807 -3.2757
C 0.6534 0.0802 -4.4922
C 0.9784 -1.2255 -4.3276
C 0.5179 -1.5857 -3.0044
N -0.0955 -0.5571 -2.4230
C 0.7474 -2.8425 -2.3996
C 0.5924 -3.1746 -1.0687
C 0.8739 -4.4818 -0.5205
C 0.6469 -4.3836 0.8127
C 0.2237 -3.0226 1.0417
C -0.0755 -2.5168 2.4324
C -0.7584 -3.6558 3.1798
C -1.9621 -4.1577 2.6973
C -2.6080 -5.1870 3.3587
C -2.0605 -5.7360 4.5074
C -0.8535 -5.2537 4.9792
C -0.2055 -4.2260 4.3166
C -0.9792 -1.3166 2.5157
N -1.0997 -0.3965 1.6012
C -2.0060 0.5288 2.0766
C -2.3752 1.6990 1.4452
C -3.2828 2.6054 2.1891
C -4.6390 2.6742 1.8868
C -5.4742 3.5273 2.5887
C -4.9643 4.3171 3.6045
C -3.6156 4.2492 3.9154
C -2.7786 3.3991 3.2146
C -1.9614 2.1485 0.1655
C -2.1496 3.4973 -0.3299
C -1.5839 3.5262 -1.5616
C -1.0956 2.1859 -1.8110
N -1.3424 1.3991 -0.7442
C -2.4633 0.1107 3.3835
C -1.8153 -1.0492 3.6641
N 0.1976 -2.3275 -0.0595
C 1.2740 -3.8962 -3.2986
C 2.6410 -4.1403 -3.3656
C 3.1354 -5.1187 -4.2080
C 2.2691 -5.8707 -4.9827
C 0.9056 -5.6386 -4.9164
C 0.4098 -4.6503 -4.0839
H 0.5623 5.5819 -6.5997
H -1.5438 4.3012 -6.7502
H -2.0387 2.5381 -5.1029
H 1.6572 3.3432 -3.1274
H 2.1552 5.1065 -4.7670
H 0.8483 0.7148 -5.3401
H 1.4911 -1.8846 -5.0104
H 1.1940 -5.3343 -1.0932
H 0.7572 -5.1424 1.5663
H -2.3830 -3.7360 1.7967
H -3.5435 -5.5715 2.9767
H -2.5761 -6.5341 5.0280
H -0.4098 -5.6841 5.8661
H 0.7416 -3.8550 4.6735
H -5.0385 2.0531 1.0983
H -6.5312 3.5731 2.3532
H -5.6181 4.9794 4.1597
H -3.2174 4.8554 4.7187
H -1.7235 3.3453 3.4363
H -2.6160 4.3154 0.1924
H -1.5140 4.3601 -2.2373
H -3.1669 0.6487 3.9923
H -1.8786 -1.6544 4.5507
H 3.3042 -3.5516 -2.7474
H 4.1993 -5.3050 -4.2569
H 2.6551 -6.6445 -5.6327
H 0.2266 -6.2347 -5.5110
H -0.6527 -4.4566 -4.0228
O 1.4246 -0.9370 3.4499
O 1.2007 -2.2779 3.0585
C 1.5405 4.1651 0.9215
C 1.5786 3.8259 2.4054
O 0.5272 2.9824 2.8185
H 2.2141 4.9952 0.7174
H 0.5325 4.4553 0.6256
H 1.8526 3.3126 0.3238
H 1.4611 4.7410 3.0008
H 2.5468 3.3736 2.6588
H 0.6214 2.1384 2.3568
I 7.1611 2.3763 2.5833
C 5.3941 1.2900 2.1632
C 4.8651 0.2508 2.9147
N 3.7277 -0.1412 2.3477
N 3.5034 0.6114 1.2548
C 4.4975 1.4813 1.1213
H 5.2505 -0.2239 3.8012
H 2.3002 -0.6879 2.9830
H 4.5299 2.1846 0.3120
F 2.9985 2.8642 -1.7166

***

No. 4
42
Properties=species:S:1:pos:R:3 method="wB97M-V/def2-TZVPD" relative_energy_kj_mol=17.6 homo_energy_ev=-9.018
O 3.9868 1.4256 2.2201
C 3.5489 1.6207 1.0990
O 3.2276 2.8581 0.6549
C 3.5862 0.4879 0.0517
C 3.7765 -0.9362 0.5863
C 2.4766 -1.5367 1.1692
O 2.4547 -2.5262 1.9249
C 1.1021 -1.0169 0.9400
C 0.5367 -0.1397 1.8064
O 1.1221 0.2777 2.9109
C -0.6772 0.6095 1.3244
C -1.0709 1.6702 2.1123
C -2.1875 2.4673 1.8245
C -2.8625 2.2712 0.6300
Cl -4.2700 3.2749 0.1035
C -2.3202 1.3046 -0.2463
C -1.3150 0.3982 0.1222
C -0.8272 -0.7514 -0.8166
C -1.8406 -1.9258 -0.5669
C -3.1097 -2.0277 -1.4592
O -2.6454 -1.9249 -2.7993
C -1.9984 -0.5970 -3.1598
C -0.7906 -0.3300 -2.3370
C 0.5475 -1.2638 -0.3738
O 1.2108 -1.9812 -1.1069
H 3.0880 3.2259 1.4929
H 4.1510 0.7512 -0.8661
H 2.6386 0.5712 -0.4126
H 4.5339 -0.9276 1.3660
H 4.0223 -1.6293 -0.2298
H 1.9609 -0.2757 3.0399
H -0.6881 1.6216 3.1556
H -2.6447 3.2068 2.4630
H -2.7571 1.2284 -1.2516
H -2.1037 -1.9790 0.5080
H -1.2765 -2.7634 -0.7698
H -3.6293 -2.9615 -1.2645
H -3.9145 -1.3292 -1.2027
H -1.7112 -0.6078 -4.2228
H -2.6870 0.1911 -3.0780
H -0.6909 0.7477 -2.4338
H 0.0472 -0.7790 -2.9081

***

No. 5
20
Properties=species:S:1:pos:R:3 method="wB97M-V/def2-TZVPD" relative_energy_kj_mol=351.4 charge=+1 homo_energy_ev=-14.020
C 2.1034 -1.4548 0.0231
C 2.2967 -0.1515 -0.2480
C -0.5697 0.5980 1.4015
C -1.3779 -0.1205 -0.7410
C -0.5766 0.8596 -0.0349
N 0.1044 1.7825 -0.6280
N -2.2421 -0.8455 0.1262
H 2.2129 -2.1755 -0.8314
H 2.0052 -1.8893 1.0019
H 2.4306 0.1551 -1.2679
H 0.0738 1.0610 2.1831
H -1.6213 0.7243 1.7857
H -0.6016 -0.4475 1.4362
H -1.9913 0.4900 -1.3864
H -0.5657 -0.6690 -1.3510
H 0.1823 1.8355 -1.6825
H 0.7589 2.1802 -0.0433
H 2.1585 0.8258 0.2610
H -1.7540 -1.5999 0.4206
H -3.0264 -1.1584 -0.4248

***

No. 6
16
Properties=species:S:1:pos:R:3 method="wB97M-V/def2-TZVPD" relative_energy_kj_mol=102.6 homo_energy_ev=-9.270
C -0.5307 -1.8508 2.3729
C -0.3861 -0.5555 2.1749
C -0.6412 0.0586 0.8437
C 0.0782 -0.1557 -0.2452
C -0.2117 0.5174 -1.5522
C 1.0260 1.3487 -1.9858
H -0.3763 -2.2747 3.3589
H -0.7825 -2.5562 1.5887
H -0.0369 0.1030 2.9580
H -1.5150 0.7046 0.7832
H 0.8668 -0.9062 -0.2685
H -0.4200 -0.1976 -2.3578
H -1.0820 1.1689 -1.5263
H 1.3392 1.9510 -1.1306
H 0.8228 1.9925 -2.8404
H 1.8494 0.6520 -2.1735

***

No. 7
12
Properties=species:S:1:pos:R:3 method="wB97M-V/def2-TZVPD" relative_energy_kj_mol=266.3 homo_energy_ev=-9.624
C -0.6989 -1.0453 2.4649
C 1.3087 -0.2940 0.0637
C -0.4841 1.1154 -0.7402
C 0.5124 0.0535 -1.1667
O 0.1369 -1.1995 3.2047
O -1.5888 -0.8191 1.7854
F 1.8740 -1.4824 -0.2252
H -0.8939 0.8242 0.2473
H -1.5084 1.1289 -1.2623
H -0.1307 2.1619 -0.7336
H 1.3355 0.3507 -1.9083
H 0.1373 -0.7942 -1.7296

***

No. 8
20
Properties=species:S:1:pos:R:3 method="wB97M-V/def2-TZVPD" relative_energy_kj_mol=680.5 charge=+1 homo_energy_ev="-13.040 / -13.036"
C -2.3898 1.3428 -0.0435
C 0.7097 1.1881 0.6301
C -1.3970 0.2745 -0.1467
N -1.8914 -1.8529 -0.9642
N 3.0643 -0.8253 0.1126
N -0.1747 0.1315 0.1594
N 0.5502 -0.9340 -0.0192
H -3.1581 1.2669 -0.7658
H -1.8565 2.2946 -0.0692
H -2.9316 1.3018 0.8891
H 0.2211 1.5640 1.5222
H 1.6399 0.6056 1.0592
H 0.9589 1.9311 -0.0643
H -2.6682 -1.8525 -0.2559
H -2.2557 -1.5928 -1.8577
H 3.0740 0.0786 -0.3586
H 3.4447 -1.5776 -0.4758
H 1.6012 -1.0145 0.0930
H -0.0973 -1.6366 -0.5150
H 3.5562 -0.6933 1.0702

***

No. 9
19
Properties=species:S:1:pos:R:3 method="wB97M-V/def2-TZVPD" relative_energy_kj_mol=227.0 homo_energy_ev=-8.336
C -0.8406 -0.1178 -0.6064
C -0.4768 0.2132 0.8495
C -1.3941 -1.5076 -0.7079
C -0.7303 1.6658 1.1155
C 0.3157 0.0953 -1.5889
C 0.9498 -0.1413 1.2769
N -0.9928 -2.4513 0.0142
N -0.6300 -3.2623 0.7183
O -1.2096 2.4563 0.3530
H -1.6459 0.5670 -0.8972
H -1.1669 -0.3241 1.5145
H -2.0713 -1.7517 -1.5095
H -0.4253 1.9776 2.1363
H -0.0402 -0.0463 -2.6067
H 1.1260 -0.6071 -1.4088
H 0.6952 1.1106 -1.4996
H 1.6744 0.4726 0.7485
H 1.1613 -1.1868 1.0748
H 1.0684 0.0272 2.3443

***

No. 10
21
Properties=species:S:1:pos:R:3 method="wB97M-V/def2-TZVPD" spin_multiplicity=3 s2=2.011 homo_energy_ev="-5.908 / -8.453"
C 1.3135 -2.0138 -0.3853
C 0.7347 -2.7592 -1.2793
C -0.6592 0.3443 -0.1431
C -2.1885 1.8412 1.4424
C 1.3369 1.4683 1.0154
N -0.3211 -2.5774 -0.4135
N 1.1179 -3.7872 -2.0975
N -1.1193 1.4995 0.5738
O 0.6956 2.2973 -1.4299
O 1.5582 -1.1366 0.3693
S -1.3360 -1.2323 -0.2488
S 1.0606 1.0294 -0.7633
H -3.0737 1.8652 0.8237
H -2.3682 1.0628 2.1926
H -2.0417 2.9098 1.7234
H 2.3697 1.2651 1.1807
H 1.2763 2.5718 0.9419
H 0.5911 0.9432 1.5594
H 1.4075 -3.5343 -3.1020
H 0.3135 -4.4107 -2.1574
H -0.6676 2.3537 0.1975

***

No. 11
79
Properties=species:S:1:pos:R:3 method="wB97M-V/def2-TZVPD" charge=+3 spin_multiplicity=2 s2=0.783 homo_energy_ev="-15.317 / -15.293"
Tc 0.2153 -1.3603 -0.5376
C -3.5729 -3.0423 0.8633
C -2.1675 -2.6098 0.6705
N -1.7846 -1.6219 -0.0980
O -2.7748 -0.8226 -0.6424
C -1.0236 -3.2774 1.2901
C -0.9980 -4.4344 2.2258
N 0.0051 -2.6307 0.8656
O 1.2669 -2.6131 0.8419
H -4.2733 -2.2625 0.5811
H -3.7477 -3.3453 1.8952
H -3.7635 -3.9193 0.2366
H -2.9955 -1.1904 -1.5136
H -1.8941 -5.0400 2.1052
H -0.9425 -4.1042 3.2648
H -0.1278 -5.0580 2.0236
S 4.2431 -3.3750 -0.8378
As 2.8096 -2.5099 -1.9452
S 0.8052 -3.3115 -2.0314
S 2.9611 0.2371 0.5697
S 2.9355 -0.6975 -2.8817
C -0.7675 3.3230 -0.8481
Si 0.6923 3.2491 0.2842
C 2.3164 3.7446 -0.3956
C 0.3257 3.7627 2.0311
Ge 0.9004 0.7921 0.6009
Si 4.3258 -0.3235 2.4108
C 3.8941 -2.0183 2.9825
C 5.9254 -0.1484 1.5448
C 3.7644 1.0210 3.5506
Si -2.2447 1.1520 4.1817
C -1.9709 2.3244 5.5192
C -1.4523 -0.4832 4.2097
C -3.2689 1.5102 2.7333
H -0.9044 4.3359 -1.2376
H -1.6878 3.0359 -0.3362
H -0.6285 2.6600 -1.7044
H 2.3392 4.8306 -0.5303
H 2.5040 3.2818 -1.3658
H 3.1295 3.4703 0.2771
H 0.0727 4.8255 2.0817
H 1.1885 3.6024 2.6805
H -0.5267 3.2006 2.4256
H 2.9764 -2.3846 2.5311
H 3.7876 -2.0352 4.0699
H 4.6912 -2.7146 2.7160
H 6.0746 -1.0068 0.8864
H 6.7416 -0.1399 2.2739
H 5.9889 0.7619 0.9498
H 2.7581 0.7973 3.9124
H 3.7594 1.9871 3.0460
H 4.4245 1.1002 4.4193
H -1.0797 2.0671 6.0930
H -2.8268 2.3114 6.2082
H -1.8858 3.3481 5.1458
H -0.7936 -0.6205 5.0666
H -0.8827 -0.6320 3.2840
H -2.2289 -1.2563 4.2449
H -3.3761 2.5814 2.5553
H -4.2784 1.1106 2.8984
H -2.8679 1.0226 1.8405
N -0.2859 -0.3786 -2.1920
C -0.3804 -0.2135 -3.3480
N -0.4808 -0.0499 -4.6025
C -0.5366 -1.2286 -5.5196
C -1.9230 -1.2841 -6.1402
C -2.2528 0.0335 -6.8450
C -2.1327 1.2267 -5.8922
C -0.7584 1.2676 -5.2402
H -0.2787 -2.1230 -4.9550
H 0.2278 -1.0694 -6.2811
H -2.6623 -1.4831 -5.3579
H -1.9545 -2.1140 -6.8463
H -3.2647 -0.0095 -7.2450
H -1.5752 0.1731 -7.6915
H -2.9025 1.1696 -5.1173
H -2.2772 2.1599 -6.4371
H -0.6686 2.0466 -4.4852
H 0.0218 1.4195 -5.9870

***

No. 12
24
Properties=species:S:1:pos:R:3 method="wB97M-V/def2-TZVPD" relative_energy_kj_mol=244.7 homo_energy_ev=-10.623
O 2.5843 0.9868 1.0033
H 1.9496 1.0772 0.2606
H 2.8387 1.8633 1.2151
O 0.0401 -1.7790 0.7912
H 0.2829 -2.6800 1.0694
H -0.9399 -1.6029 0.9044
O 0.3317 -0.0973 -1.3952
H 0.3677 -0.5836 -0.5742
H -0.1760 0.6805 -1.1946
O -0.8303 2.2191 0.2404
H -0.7371 1.8569 1.1125
H -0.4214 3.0650 0.4440
O -3.6980 2.0955 -0.6645
H -2.7893 2.0094 -0.6419
H -4.1014 1.5259 -0.0228
O 3.1533 -1.9540 -0.2123
H 3.1291 -1.1946 -0.7559
H 2.8235 -2.5689 -0.8463
O -0.6883 -2.0480 -2.9002
H -0.4411 -1.2095 -2.4363
H -0.9502 -2.6485 -2.1805
O -0.3647 0.5839 2.3167
H -1.2986 0.6885 2.4636
H -0.0647 -0.2856 2.0033